9
Properties=species:S:1:pos:R:3:mulliken_charge:R:1 method="wB97M-V/def2-TZVPD" energy_ha=-627.12408 e_homo_ev="-7.65 / -7.29" relative_energy_kj_mol=420.2 fmax_ev_per_a=3.96 e_lumo_ev="0.4 / 0.5"
S -1.3306 -1.0819 -0.1103 -0.3217
O 0.6726 0.6574 0.1393 -0.2582
O -0.9872 1.3324 -1.2174 -0.4593
C 1.2935 -0.1393 0.9983 -0.4633
C -0.5126 0.3617 -0.3405 0.4697
H -0.5185 -1.7697 -0.9736 0.1462
H -1.8453 1.4374 -0.9156 0.3247
H 0.8863 -1.0827 1.1969 0.3390
H 2.3419 0.2849 1.2229 0.2229


13
Properties=species:S:1:pos:R:3:mulliken_charge:R:1 method="wB97M-V/def2-TZVPD" charge=-1 energy_ha=-853.65447 e_homo_ev=-5.58 relative_energy_kj_mol=47.4 fmax_ev_per_a=3.58 e_lumo_ev=4.1
S -1.3475 -0.3156 0.0164 1.1715
O -1.5454 -1.5813 -0.6372 -0.6746
O -1.8921 0.6979 -0.8239 -0.7464
O -1.7145 -0.2898 1.4285 -0.7654
O 0.4294 0.9803 1.4136 -0.5908
O 0.4458 1.3612 -0.7909 -0.5424
C 1.4033 -0.7293 -0.3033 -1.2383
C 0.3545 0.3816 0.1679 0.5561
H 1.2559 -1.6780 0.1989 0.3166
H 2.4081 -0.2881 -0.3386 0.3427
H -0.4883 1.4387 -0.8927 0.4212
H -0.4901 0.9794 1.8650 0.4030
H 1.1810 -0.9570 -1.3038 0.3468


40
Properties=species:S:1:pos:R:3:mulliken_charge:R:1 method="wB97M-V/def2-TZVPD" energy_ha=-1872.14240 e_homo_ev=-7.70 relative_energy_kj_mol=114.6 fmax_ev_per_a=5.39 e_lumo_ev=-1.1
Cd -1.4477 -0.6683 0.5783 0.9698
S -0.1790 -0.2310 3.5598 1.0399
F -0.5989 1.9095 5.0796 -0.2301
F 0.9233 2.1755 3.5213 -0.2204
F 1.3969 1.0238 5.3285 -0.2089
O 0.9591 -0.7319 2.8058 -0.5257
O -0.6981 -1.0920 4.5932 -0.5880
O -1.2348 0.4246 2.7087 -0.8819
N -0.9283 -0.2179 -2.3747 0.2739
N 1.4802 -0.5656 -1.5905 -0.0875
N 0.4326 1.6550 -1.2936 -0.2905
N 1.1037 -1.0298 -0.3414 0.0726
N -0.2437 1.4816 -0.0619 0.3948
N -1.8022 -0.6705 -1.3570 -0.1159
C -2.9444 -1.1028 -1.9816 -0.2420
C 2.6751 -1.0956 -1.9548 -0.1561
C 2.0712 -1.8591 0.0684 -0.1971
C -2.8204 -0.8485 -3.3591 -0.9564
C 0.4261 1.2979 4.4431 0.5238
C 0.6000 3.5360 -0.1254 -1.1255
C -0.0198 2.6090 0.6747 -0.4876
C 3.0696 -1.9610 -0.9290 -1.1215
C 0.8940 2.9127 -1.3460 0.1126
C -1.1454 -2.6804 1.3264 -0.9729
C -1.5512 -0.3092 -3.5536 0.0288
B 0.4835 0.4400 -2.2616 0.1040
H -1.5782 -3.5571 0.8133 0.3810
H 0.7647 4.5663 0.1230 0.4191
H 3.9250 -2.6180 -0.9025 0.3918
H -1.1599 -2.7100 2.4228 0.3430
H 2.0479 -2.3727 1.0293 0.4685
H 0.8179 0.8054 -3.3347 -0.1188
H -1.2845 1.3685 0.0999 0.5010
H -0.4159 2.6756 1.6767 0.5737
H -0.1245 -2.5669 1.0161 -0.1143
H 1.3758 3.3046 -2.2449 0.4682
H -1.0497 0.0993 -4.4237 0.4015
H 3.1401 -0.8425 -2.9113 0.4149
H -3.7677 -1.5766 -1.4301 0.3761
H -3.5927 -0.9778 -4.0917 0.3822


18
Properties=species:S:1:pos:R:3:mulliken_charge:R:1 method="wB97M-V/def2-TZVPD" energy_ha=-741.15765 e_homo_ev="-6.62 / -6.90" relative_energy_kj_mol=578.5 fmax_ev_per_a=5.60 e_lumo_ev="0.5 / 0.6"
S 1.5052 0.4472 -0.3915 0.3767
O 2.7637 0.9869 0.2166 -0.6262
N 1.4538 -2.3508 -0.1048 -0.4537
N -1.7961 0.2628 0.1009 -0.0790
C -1.2122 1.4671 -0.2453 -0.7356
C 0.2677 1.7182 0.3082 -0.6535
C -1.2729 -0.8172 -0.5472 -1.0984
C 1.0049 -1.0845 0.4230 -0.3225
H -0.8297 -0.6725 -1.4374 0.6238
H 1.6228 -3.0020 0.6366 0.2289
H 0.6925 2.6898 -0.1702 0.3011
H 0.1198 1.9096 1.3064 0.4775
H 1.1351 -0.9029 1.5203 0.3502
H -1.0589 1.3127 -1.3479 0.3713
H -2.1754 0.0425 1.0414 0.2681
H 1.0207 -2.4365 -1.0606 0.2576
H -1.3559 -1.8603 -0.1454 0.3442
H -1.8851 2.2900 -0.1033 0.3695


86
Properties=species:S:1:pos:R:3:mulliken_charge:R:1 method="wB97M-V/def2-TZVPD" energy_ha=-1902.35287 e_homo_ev=-9.01 relative_energy_kj_mol=280.2 fmax_ev_per_a=7.54 e_lumo_ev=0.4
O 2.0153 -4.1040 -1.4984 -0.6785
O 0.6965 6.4611 -3.6603 -0.2945
O -4.7421 0.7863 -1.5959 -0.6694
O -1.5358 -1.6109 6.1017 -0.3494
O -0.0713 -1.3365 -5.0335 -0.6691
O 5.4036 -4.2360 1.9425 -0.6869
O 5.6469 7.7709 -4.1895 -0.3172
O -4.7289 -6.0099 3.0980 -0.3374
O -1.2636 -0.1583 2.2772 -0.4728
N 2.5081 -4.6684 -3.5773 -0.4027
N -1.3032 -1.3797 -3.1981 -0.3205
N 3.6010 5.8260 -3.3540 -0.3406
N 3.6990 -5.4776 -1.9530 -0.4175
N -1.5238 0.2383 -4.6591 -0.3481
N 5.1436 -2.1787 1.1262 -0.3828
N -3.2109 -3.4266 4.1909 -0.2182
N -5.6373 0.1011 0.3623 -0.3615
N -6.8741 0.7974 -1.0955 -0.3908
N 6.4965 -2.5005 2.7223 -0.4058
C -5.1707 -4.9228 3.9643 -0.5246
C 5.6757 -3.0411 1.9037 0.7117
C -3.4278 -3.0894 5.5811 -0.5216
C -2.0994 -2.8860 6.3867 -0.6364
C -4.4593 -3.5937 3.4993 -0.6451
C 6.4500 8.2503 -5.2711 -0.7886
C 5.9005 6.4798 -3.7126 -0.5743
C 2.7163 -4.6920 -2.3163 0.6563
C -5.1555 -7.2746 3.6195 -0.7381
C 2.5803 5.4868 -2.4228 -0.6961
C -2.2567 -0.4408 6.5085 -0.7401
C -0.9060 -0.8296 -4.3448 0.6488
C -0.5729 6.3222 -4.2261 -0.7793
C 0.0162 -0.2184 1.7378 -0.5146
C -5.6592 0.5533 -0.8432 0.6825
C 4.8433 6.0266 -2.6802 -0.6971
C 1.2127 5.2182 -3.2087 -0.6123
H -5.0508 -5.2095 5.0091 0.3489
H -1.3878 -3.6516 6.0774 0.2988
H 5.4098 -1.2050 1.1612 0.1657
H -1.3074 -1.0164 2.7055 0.2864
H -0.8081 -2.1556 -2.7822 0.1936
H -6.2454 -4.8310 3.8074 0.4367
H -4.7894 -7.4844 4.6245 0.3064
H 1.8537 -3.9645 -3.8879 0.2229
H 3.3727 6.7749 -3.6140 0.2288
H -2.2276 0.6799 -4.0849 0.1427
H 6.8584 6.4907 -3.1926 0.4236
H -2.8437 -4.3598 4.3111 0.2720
H -5.1809 -2.7788 3.5565 0.3189
H -4.7011 0.0507 0.7379 0.2071
H 7.4565 7.8382 -5.1977 0.3195
H -7.0733 1.1148 -2.0334 0.2214
H -1.6625 0.4711 6.4503 0.2820
H 3.9698 -5.4190 -0.9817 0.2385
H -2.1952 -2.9866 7.4678 0.3717
H 4.0196 -6.1931 -2.5896 0.1718
H 6.6109 -1.4970 2.7135 0.1499
H 1.3968 4.5585 -4.0566 0.3312
H -6.2402 -7.3818 3.6208 0.2977
H 2.3744 6.3243 -1.7564 0.3443
H -7.5898 0.5923 -0.4131 0.1444
H -3.9034 -3.8667 6.1790 0.2046
H 2.7762 4.5758 -1.8573 0.4529
H 4.8088 6.8049 -1.9178 0.3550
H -4.0378 -2.1900 5.6659 0.3945
H 5.1795 5.0852 -2.2456 0.4207
H -4.7404 -8.0468 2.9719 0.2657
H -6.4379 0.0517 0.9761 0.1660
H 3.1332 -4.9861 -4.3042 0.2063
H 0.3572 0.7136 1.2872 0.2302
H -0.6815 5.5777 -5.0148 0.3013
H 6.1054 7.9168 -6.2500 0.2978
H 0.6733 -0.5505 2.5416 0.2324
H -0.0198 -1.0132 0.9926 0.2264
H -4.2298 -3.7357 2.4432 0.3299
H -1.3190 6.1331 -3.4543 0.3031
H -0.8840 7.2345 -4.7351 0.2665
H -2.7316 -0.4863 7.4886 0.3420
H -3.0398 -0.2115 5.7859 0.2521
H 5.9307 5.7052 -4.4789 0.3443
H 6.9015 -3.1137 3.4152 0.2264
H 0.4727 4.7447 -2.5635 0.4391
H -1.9934 -0.8995 -2.6385 0.1456
H 4.3359 -2.4984 0.6109 0.2213
H 6.6569 9.3188 -5.2116 0.2705
H -1.3394 0.7320 -5.5207 0.2127


Repeat the first record exactly.
9
Properties=species:S:1:pos:R:3:mulliken_charge:R:1 method="wB97M-V/def2-TZVPD" energy_ha=-627.12408 e_homo_ev="-7.65 / -7.29" relative_energy_kj_mol=420.2 fmax_ev_per_a=3.96 e_lumo_ev="0.4 / 0.5"
S -1.3306 -1.0819 -0.1103 -0.3217
O 0.6726 0.6574 0.1393 -0.2582
O -0.9872 1.3324 -1.2174 -0.4593
C 1.2935 -0.1393 0.9983 -0.4633
C -0.5126 0.3617 -0.3405 0.4697
H -0.5185 -1.7697 -0.9736 0.1462
H -1.8453 1.4374 -0.9156 0.3247
H 0.8863 -1.0827 1.1969 0.3390
H 2.3419 0.2849 1.2229 0.2229